[1]
Molecular formula: C28H23BrN3O6Os
Method: DFT, the ωB97M-V functional and the def2-TZVPD basis

The value obtained for the total energy is -4360.920807 Eh. As for the multiplicity: 5. Its strongest force on any atom is 0.0360 Eh/bohr. As for the net charge: +1. The calculation puts the HOMO energy (alpha / beta) at -10.7 / -10.7 eV. The orbital gap (alpha / beta) comes out at 6.491 / 5.036 eV.

Geometry as XYZ:
```
62
C28H23BrN3O6Os (the ωB97M-V functional and the def2-TZVPD basis)
Os -0.6024 0.4244 1.2020
O -4.0979 -1.4086 -0.1401
C -4.5507 -0.6411 -1.1524
C -5.7569 -1.0264 -1.7432
C -6.2968 -0.2995 -2.7828
C -5.6507 0.8351 -3.2577
C -4.4515 1.2210 -2.6901
C -3.8797 0.4933 -1.6516
C -2.5137 0.9234 -1.1438
O -2.2511 0.5876 0.1848
N -1.4879 0.3454 -1.9887
N -0.2457 0.4625 -1.5302
C 0.7181 -0.2237 -2.0227
C 2.0738 -0.0416 -1.5869
Br 2.3304 1.2058 -0.1538
C 3.1661 -0.6802 -2.0432
C 3.2727 -1.4957 -3.2439
C 4.2160 -2.5310 -3.2668
C 4.3521 -3.3375 -4.3808
C 3.5912 -3.0929 -5.5158
C 2.6901 -2.0371 -5.5271
C 2.5238 -1.2504 -4.4021
H -3.3479 -0.9838 0.2817
H -6.2432 -1.9127 -1.3581
H -7.2336 -0.6145 -3.2221
H -6.0773 1.4067 -4.0698
H -3.9392 2.1021 -3.0593
H -2.4313 2.0135 -1.2631
H -1.7495 -0.3899 -2.6359
H 0.5347 -0.9882 -2.7756
H 4.0765 -0.5745 -1.4637
H 4.8194 -2.7183 -2.3871
H 5.0609 -4.1544 -4.3733
H 3.7150 -3.7086 -6.3962
H 2.1263 -1.8204 -6.4245
H 1.8537 -0.4013 -4.4367
O 0.8680 -3.2575 1.6541
C 0.6466 -2.0832 1.6331
O -0.0626 -1.4439 0.7222
C 1.2699 -1.1453 2.6487
C 2.1101 -1.6261 3.6459
C 2.7687 -0.7237 4.4379
C 2.5990 0.6585 4.2185
C 3.2683 1.6341 4.9910
C 3.0205 2.9622 4.7975
C 2.1464 3.3773 3.7756
C 1.5272 2.4619 2.9697
C 1.6987 1.0825 3.2043
N 1.0203 0.1504 2.4538
H 2.2116 -2.6964 3.7508
H 3.4361 -1.0541 5.2236
H 3.9699 1.3029 5.7452
H 3.4962 3.7043 5.4233
H 1.9670 4.4334 3.6267
H 0.8963 2.7829 2.1549
C -2.8222 2.3260 4.0523
C -2.0080 1.5015 3.1132
O -1.9653 0.2577 3.1767
O -1.3075 2.0926 2.1975
H -3.2712 1.6895 4.8077
H -3.5991 2.8347 3.4807
H -2.1985 3.0892 4.5158
```

=====

[2]
Molecular formula: C28H23ClO4SW
Method: DFT, the ωB97M-V functional and the def2-TZVPD basis

The value obtained for the total energy is -2307.272268 Eh. As for the multiplicity: 3. Its strongest force on any atom is 0.0142 Eh/bohr. The calculation puts the HOMO energy (alpha / beta) at -7.4 / -7.8 eV. The orbital gap (alpha / beta) comes out at 6.972 / 6.662 eV.

Geometry as XYZ:
```
58
C28H23ClO4SW (the ωB97M-V functional and the def2-TZVPD basis)
W -0.1045 0.4520 -0.6898
C -0.6165 4.4533 -2.0851
C 0.2331 3.2261 -2.0438
C 1.3583 3.1170 -1.2634
C 1.9866 1.8542 -1.1348
C 1.7639 0.8278 -2.0683
C 0.6333 0.9465 -2.9064
C -0.1960 2.0596 -2.7372
H -1.6636 4.1767 -1.9486
H -0.5280 4.9485 -3.0547
H -0.3335 5.1538 -1.3027
H 1.6723 3.9376 -0.6334
H 2.7548 1.7114 -0.3865
H 2.3832 -0.0586 -2.0944
H 0.3777 0.1564 -3.5961
H -1.1658 2.0666 -3.2206
O -3.4193 2.0156 -1.8364
C -2.9098 1.4014 -0.9323
O -1.9976 0.4472 -1.1760
C -3.2787 1.5703 0.5046
C -4.6013 1.3907 0.8873
C -4.9638 1.5088 2.2193
C -3.9980 1.8265 3.1643
C -2.6816 2.0315 2.7816
C -2.3034 1.9074 1.4472
S -0.6548 2.2971 0.9528
H -5.3394 1.1569 0.1305
H -5.9927 1.3585 2.5177
H -4.2710 1.9236 4.2075
H -1.9318 2.2975 3.5155
O -0.7469 -0.6600 1.0708
C 0.4456 -0.7790 1.4640
O 1.3344 -0.2931 0.6816
C 0.7981 -1.4426 2.7254
C 2.1291 -1.5214 3.1239
C 2.4498 -2.1535 4.3130
C 1.4445 -2.7044 5.0972
C 0.1161 -2.6233 4.6984
C -0.2113 -1.9906 3.5117
H 2.8961 -1.0853 2.4981
H 3.4817 -2.2176 4.6312
H 1.6982 -3.1995 6.0256
H -0.6621 -3.0531 5.3146
H -1.2382 -1.9081 3.1818
Cl 4.9079 -3.8138 -3.9529
C 3.4331 -3.2043 -3.2586
C 3.2944 -3.1442 -1.8807
C 2.1227 -2.6498 -1.3331
C 1.0646 -2.2043 -2.1350
C -0.1644 -1.6064 -1.5453
C 1.2315 -2.3106 -3.5183
C 2.4016 -2.7973 -4.0844
H 4.1006 -3.4852 -1.2451
H 2.0285 -2.6004 -0.2555
H -0.5257 -2.2304 -0.7238
H -0.9649 -1.5844 -2.2907
H 0.4147 -2.0278 -4.1737
H 2.5081 -2.8717 -5.1581
```

=====

[3]
Molecular formula: C28H23ClO4SW
Method: DFT, the ωB97M-V functional and the def2-TZVPD basis

The value obtained for the total energy is -2307.295693 Eh. As for the multiplicity: 3. Its strongest force on any atom is 0.0060 Eh/bohr. The calculation puts the HOMO energy (alpha / beta) at -7.4 / -8.5 eV. The orbital gap (alpha / beta) comes out at 7.246 / 8.012 eV.

Geometry as XYZ:
```
58
C28H23ClO4SW (the ωB97M-V functional and the def2-TZVPD basis)
W -1.0041 0.5300 -0.1934
C 2.5605 0.7801 2.2914
C 2.0641 -0.3258 1.4073
C 0.7347 -0.7631 1.4966
C 0.2675 -1.7997 0.6873
C 1.1208 -2.4135 -0.2289
C 2.4379 -2.0047 -0.3003
C 2.9016 -0.9731 0.5124
H 3.5536 1.1071 1.9852
H 2.6174 0.4481 3.3301
H 1.8814 1.6340 2.2597
H 0.0976 -0.3564 2.2760
H -0.7337 -2.1811 0.8439
H 0.7550 -3.2138 -0.8585
H 3.1168 -2.4821 -0.9945
H 3.9363 -0.6626 0.4392
O 0.1364 3.6900 2.1784
C -0.4049 3.1877 1.2272
O -0.3057 1.8621 1.0310
C -1.1405 4.0142 0.2152
C -0.7447 5.3504 0.1387
C -1.3461 6.2305 -0.7383
C -2.3814 5.7805 -1.5488
C -2.7935 4.4630 -1.4791
C -2.1813 3.5595 -0.6080
S -2.8561 1.9250 -0.5708
H 0.0495 5.6764 0.7967
H -1.0165 7.2593 -0.7879
H -2.8675 6.4575 -2.2395
H -3.5994 4.1055 -2.1064
O -2.5770 -0.8833 0.0547
C -2.4779 -1.3832 -1.1214
O -1.5204 -0.9610 -1.8186
C -3.4374 -2.3905 -1.6044
C -3.2832 -2.9289 -2.8780
C -4.1863 -3.8730 -3.3355
C -5.2397 -4.2758 -2.5237
C -5.3933 -3.7358 -1.2534
C -4.4920 -2.7916 -0.7908
H -2.4586 -2.5959 -3.4937
H -4.0723 -4.2942 -4.3253
H -5.9463 -5.0122 -2.8836
H -6.2161 -4.0482 -0.6247
H -4.5946 -2.3525 0.1924
Cl 6.0219 0.5488 -2.1621
C 4.2983 0.7744 -2.0830
C 3.7741 1.7618 -1.2646
C 2.4008 1.9224 -1.1921
C 1.5329 1.1164 -1.9301
C 0.0518 1.3340 -1.8745
C 2.0918 0.1355 -2.7458
C 3.4649 -0.0396 -2.8306
H 4.4381 2.3966 -0.6929
H 1.9909 2.6967 -0.5524
H -0.4303 0.9367 -2.7677
H -0.1544 2.4090 -1.8544
H 1.4350 -0.4981 -3.3309
H 3.8884 -0.7998 -3.4734
```

=====

[4]
Molecular formula: C28H23FN3O10S3Ti
Method: DFT, the ωB97M-V functional and the def2-TZVPD basis

The value obtained for the total energy is -4141.331955 Eh. Its strongest force on any atom is 0.0223 Eh/bohr. As for the net charge: +1. The calculation puts the HOMO energy at -11.6 eV. The orbital gap comes out at 7.340 eV.

Geometry as XYZ:
```
69
C28H23FN3O10S3Ti (the ωB97M-V functional and the def2-TZVPD basis)
Ti 0.0113 -0.8814 -0.4290
O 3.4420 3.7886 -1.5136
C 2.8235 2.8315 -1.1776
C 1.4671 2.8292 -0.4095
O 0.8026 3.7835 -0.1170
C 1.1895 1.4034 -0.1931
C 2.1165 0.6023 -0.7850
O 1.9167 -0.7123 -0.7492
C 3.1878 1.3455 -1.4485
O 4.1122 0.9066 -2.0783
O 0.1541 0.8001 0.3752
F -2.1509 4.0526 -5.6276
C -2.2189 3.5081 -4.4177
C -2.5445 2.2259 -4.2565
N -2.6300 1.6706 -2.9897
C -2.9078 0.2689 -2.7605
C -1.7858 -0.3195 -1.9360
O -0.5794 -0.0039 -2.1746
O -1.9780 -1.1228 -0.9744
C -2.3944 2.4132 -1.8496
O -2.4922 1.9007 -0.7461
N -2.0370 3.7141 -2.0544
C -1.9122 4.3834 -3.2810
O -1.5931 5.5375 -3.3490
H -2.7632 1.5775 -5.0924
H -2.9505 -0.2521 -3.7166
H -3.8453 0.1229 -2.2265
H -1.8059 4.2464 -1.2237
O -0.1265 -2.0802 1.0295
S -0.4127 -3.0122 2.2175
C -2.1809 -2.6854 2.5674
C -2.4778 -1.3083 3.0763
C -2.5537 -0.2280 2.2007
C -2.7853 1.0512 2.6841
C -2.9803 1.2559 4.0425
C -2.9464 0.1781 4.9186
C -2.6877 -1.0967 4.4396
C 0.4459 -2.2243 3.6476
C 1.1944 -0.9758 3.2919
C 0.6517 0.2663 3.6018
C 1.3650 1.4243 3.3319
C 2.6218 1.3450 2.7506
C 3.1604 0.1067 2.4236
C 2.4472 -1.0519 2.6872
H -2.4747 -3.4733 3.2640
H -2.6429 -2.8971 1.6010
H -2.4608 -0.3825 1.1353
H -2.8203 1.8788 1.9876
H -3.1739 2.2512 4.4199
H -3.1247 0.3298 5.9749
H -2.6854 -1.9374 5.1257
H 1.1026 -3.0075 4.0237
H -0.3269 -2.0113 4.3833
H -0.3247 0.3282 4.0654
H 0.9421 2.3882 3.5818
H 3.1852 2.2496 2.5576
H 4.1445 0.0419 1.9763
H 2.8797 -2.0174 2.4491
S 0.1093 -3.0437 -2.0086
C 1.5799 -3.2154 -2.8334
N 2.6778 -2.5179 -2.6750
C 3.8249 -2.8056 -3.5273
C 3.4476 -3.9906 -4.4323
S 1.7206 -4.4331 -4.0550
H 2.7015 -1.7656 -1.9892
H 4.6826 -3.0481 -2.9010
H 4.0719 -1.9158 -4.1053
H 4.0759 -4.8562 -4.2419
H 3.5186 -3.7344 -5.4855
```